Molecular formula: C24H43N2P3SSm
Method: DFT, wB97M-V/def2-TZVPD

The spin multiplicity is 6. The charge is +3. As for the expectation value of S²: 8.7687. For the calculated total energy, the calculation gives -3129.1001 a.u. The calculation puts the energy above the lowest of the compared OMol25 structures with the same formula, charge and spin at 0.0 kcal/mol. For the LUMO energy (spin up / spin down), the calculation gives -10.118 / -9.294 eV.

Geometry (Å):
Sm -0.56 -0.14 0.02
P 1.96 0.88 1.33
P -2.18 2.10 0.56
P 0.74 1.53 -2.05
H 0.92 -4.98 -0.54
C 1.82 -4.45 -0.87
C 2.39 -3.52 -0.09
H 1.91 -3.21 0.85
C 2.48 0.06 2.89
C 1.82 2.64 1.86
C 3.59 0.86 0.47
C -3.71 1.68 -0.37
C -2.84 2.36 2.24
C -1.78 3.79 0.00
C 2.03 0.65 -3.02
C 1.51 3.16 -1.80
C -0.47 1.89 -3.39
H 2.25 -4.79 -1.82
H 3.30 -2.98 -0.36
H 2.43 -1.03 2.75
H 1.80 0.30 3.72
H 3.51 0.33 3.16
H 0.94 2.77 2.51
H 1.67 3.29 0.99
H 2.71 2.97 2.40
H 3.80 -0.17 0.16
H 4.39 1.20 1.14
H 3.58 1.48 -0.43
H -4.48 2.45 -0.20
H -4.08 0.70 -0.02
H -3.48 1.59 -1.44
H -3.80 2.87 2.20
H -2.12 2.93 2.84
H -2.96 1.39 2.74
H -2.60 4.47 0.25
H -1.59 3.81 -1.09
H -0.85 4.13 0.50
H 1.98 0.98 -4.06
H 1.87 -0.44 -2.99
H 3.03 0.87 -2.61
H 1.68 3.62 -2.79
H 2.47 3.06 -1.29
H 0.84 3.80 -1.21
H 0.09 2.29 -4.25
H -1.21 2.62 -3.04
H -1.00 0.98 -3.68
C -0.64 -2.21 -3.67
C -1.64 -1.97 -4.63
C -1.74 -2.79 -5.75
C -0.81 -3.83 -5.95
C 0.26 -3.97 -5.08
C 0.39 -3.12 -3.97
S -0.62 -1.41 -2.14
H -1.70 -1.82 -1.26
H -2.35 -1.16 -4.45
H -2.57 -2.63 -6.45
H -0.96 -4.56 -6.76
H 1.00 -4.75 -5.23
H 1.25 -3.19 -3.30
N -1.22 -2.65 3.51
C -1.10 -2.21 2.25
N -0.86 -0.87 2.26
C -0.85 -0.45 3.61
C -0.59 0.80 4.19
C -0.59 0.88 5.58
C -0.83 -0.26 6.37
C -1.05 -1.51 5.78
C -1.07 -1.57 4.39
H -1.43 -3.61 3.79
H -1.22 -2.84 1.36
H -0.41 1.67 3.54
H -0.40 1.85 6.05
H -0.84 -0.14 7.46
H -1.21 -2.44 6.34